[1]
ORCA calculation (ωB97M-V/def2-TZVPD) on the molecule C4H6N2S.

Each line ends with the Mulliken charge.
Positions of all 13 atoms, in Å:
S (-1.58806, 3.82772, -0.75601)  -0.214
C (-1.55093, 2.24488, -0.88783)  -0.295
C (-0.37744, 1.31973, -0.69188)  0.018
N (-0.60458, 0.09833, -0.08100)  -0.405
N (0.68818, -0.21031, 0.45131)  -0.148
C (0.95240, -1.59156, -0.18881)  -0.455
C (0.65609, -1.47583, 1.30958)  -0.315
H (-2.49029, 1.73214, -1.01037)  0.315
H (0.72811, 1.58048, -0.60116)  0.455
H (2.06694, -1.81719, -0.49186)  0.251
H (0.08207, -2.30831, -0.74735)  0.259
H (1.70545, -1.75064, 1.92915)  0.181
H (-0.26793, -1.64943, 1.76623)  0.354

Computed properties:
HOMO energy	-8.95	eV
Kohn-Sham gap	8.01	eV
relative energy (zero: lowest compared OMol25 entry of this formula, charge and spin)	561.6	kJ/mol
net charge	0
lowest unoccupied orbital energy	-0.95	eV
structure (SMILES)	S=C/C=N/N1CC1

=====

[2]
ORCA calculation (ωB97M-V/def2-TZVPD) on a cluster of 3 separate species, C20H36FO4P in total.

Each line ends with the Mulliken charge.
Positions of all 62 atoms, in Å:
C (4.96855, 2.53365, 0.13424)  0.263
C (4.06686, 2.15929, -0.61050)  -0.769
P (2.32654, 1.68227, -1.15995)  1.009
F (2.57522, 2.78643, -2.48940)  -0.446
C (2.11552, 0.44548, 0.25078)  -0.868
C (2.17031, 1.05720, 1.71762)  -0.759
C (0.75591, 1.45388, 2.32916)  0.338
C (0.18807, 2.83571, 1.71299)  -1.031
C (-1.07331, 2.41364, 0.79696)  0.408
C (-1.92750, 3.65954, 0.29596)  -0.804
C (-3.45497, 3.20389, 0.17849)  -0.884
C (-3.66190, 1.80063, -0.55581)  -0.558
C (-4.02419, 0.61253, 0.48031)  -0.648
C (-2.99666, -0.60754, 0.27879)  -0.497
H (5.73071, 3.04717, 0.77945)  0.352
H (2.18837, 0.64356, -2.14224)  -0.313
H (1.16960, 2.43320, -0.80533)  -0.097
H (1.10314, -0.07971, 0.15090)  0.246
H (2.90560, -0.35937, 0.11888)  0.479
H (2.59528, 0.24042, 2.39439)  0.350
H (2.85539, 1.94503, 1.84103)  0.312
H (0.86916, 1.53537, 3.46193)  0.394
H (0.04491, 0.59483, 2.12115)  -0.340
H (-0.25236, 3.49239, 2.52399)  0.449
H (0.96747, 3.37717, 1.09788)  0.340
H (-0.72996, 1.80696, -0.10188)  -0.037
H (-1.72794, 1.78478, 1.48583)  0.062
H (-1.79522, 4.53172, 1.01861)  0.342
H (-1.59182, 4.05827, -0.71771)  0.272
H (-4.00500, 4.05982, -0.32932)  0.320
H (-3.91783, 3.10247, 1.20754)  0.366
H (-4.52961, 1.81911, -1.29737)  0.410
H (-2.75762, 1.49239, -1.17444)  0.370
H (-3.84996, 1.00159, 1.52954)  0.300
H (-5.09269, 0.26478, 0.38419)  0.448
H (-3.37659, -1.34029, -0.50807)  0.390
H (-1.96480, -0.23607, -0.00758)  -0.011
H (-2.85689, -1.21400, 1.22913)  -0.034
O (-0.34505, -1.49273, 2.07180)  -0.532
C (-0.46305, -2.41041, 2.83773)  0.334
C (-1.22397, -3.68603, 2.57796)  -0.293
C (-1.36351, -4.26312, 3.97374)  -0.595
C (-0.13159, -3.72752, 4.67048)  -0.441
O (0.12034, -2.45234, 4.06404)  -0.358
H (-0.62751, -4.32988, 1.92801)  0.300
H (-2.19408, -3.47920, 2.12840)  0.247
H (-1.43126, -5.35129, 3.99485)  0.337
H (-2.26272, -3.86066, 4.44883)  0.279
H (0.74348, -4.36512, 4.51693)  0.270
H (-0.29040, -3.59870, 5.74141)  0.314
O (0.89754, -4.03939, -4.70917)  -0.568
C (1.50568, -3.03785, -4.96570)  0.336
C (1.72559, -1.87268, -4.03256)  -0.222
C (2.18212, -0.78635, -4.98314)  -0.416
C (2.85503, -1.57453, -6.08483)  -0.461
O (2.13762, -2.81526, -6.15096)  -0.341
H (2.50298, -2.13494, -3.31128)  0.223
H (0.80309, -1.59777, -3.52312)  0.318
H (2.83815, -0.04718, -4.52136)  0.306
H (1.31081, -0.26040, -5.38362)  0.249
H (3.90383, -1.78949, -5.86137)  0.269
H (2.79707, -1.06538, -7.04720)  0.319

Computed properties:
HOMO energy	-9.83	eV
Kohn-Sham gap	10.39	eV
relative energy (zero: lowest compared OMol25 entry of this formula, charge and spin)	0.0	kJ/mol
net charge	0
lowest unoccupied orbital energy	0.55	eV
structure (SMILES)	C#C[PH2](F)CCCCCCCCCC.O=C1CCCO1.O=C1CCCO1

=====

[3]
ORCA calculation (ωB97M-V/def2-TZVPD) on a structure of composition C6H2LiN3O7Se.

Each line ends with the Mulliken charge.
Positions of all 20 atoms, in Å:
Li (-9.55523, 1.47901, 6.71770)  0.855
Se (-9.28135, 0.32757, 8.91639)  -0.990
O (-10.92915, 3.82845, -0.08386)  -0.666
N (-11.20374, 2.67624, 0.19680)  0.975
O (-11.83399, 1.86846, -0.52551)  -0.673
C (-10.83028, 2.24286, 1.52552)  0.167
C (-10.28360, 3.13921, 2.44903)  -0.666
C (-10.11305, 2.65157, 3.71363)  -0.129
C (-10.66571, 1.42882, 4.21552)  0.542
O (-10.87442, 1.17142, 5.41202)  -0.908
C (-10.80709, 0.54631, 3.12699)  -0.053
C (-11.05606, 0.92165, 1.80671)  -0.225
N (-10.66221, -0.88914, 3.43153)  0.931
O (-11.10117, -1.65660, 2.55352)  -0.693
O (-10.09541, -1.20778, 4.48862)  -0.576
N (-9.22565, 3.33197, 4.62623)  0.945
O (-8.97884, 4.51197, 4.36631)  -0.803
O (-8.66931, 2.67891, 5.57962)  -0.913
H (-9.99407, 4.16004, 2.22134)  0.447
H (-11.34824, 0.15713, 1.05784)  0.434

Computed properties:
HOMO energy (alpha / beta)	-1.71 / 0.24	eV
Kohn-Sham gap (alpha / beta)	6.88 / 4.67	eV
net charge	-2
lowest unoccupied orbital energy (alpha / beta)	5.17 / 4.91	eV

=====

[4]
ORCA calculation (ωB97M-V/def2-TZVPD) on a structure of composition C5H12NO.

Each line ends with the Mulliken charge.
Positions of all 19 atoms, in Å:
C (-1.97768, 0.79102, 0.75687)  -0.865
C (-1.12558, -0.26136, 0.16843)  0.383
C (0.20503, -0.48997, 0.91391)  -0.584
C (1.31455, -1.06663, 0.02684)  -0.833
C (2.28545, 0.05014, -0.39805)  -0.451
O (2.92834, 0.62005, 0.64671)  -0.890
N (-1.63232, -1.14646, -0.67824)  -0.794
H (-1.43802, 1.55435, 1.29755)  0.330
H (-3.00303, 0.85239, 0.43376)  0.400
H (-1.81307, -0.21455, 1.29633)  0.180
H (-1.58545, 1.88857, -1.97977)  0.194
H (0.64235, 0.47718, 1.21950)  0.312
H (0.15261, -1.01738, 1.86964)  0.438
H (0.80336, -1.48329, -0.85518)  0.380
H (1.87109, -1.88444, 0.48684)  0.366
H (3.03610, -0.43453, -1.06753)  0.301
H (1.60897, 0.77987, -0.94821)  0.067
H (-0.95607, 1.91048, -1.57255)  -0.193
H (-1.31665, -0.92542, -1.61683)  0.256

Computed properties:
HOMO energy	-2.40	eV
Kohn-Sham gap	6.13	eV
relative energy (zero: lowest compared OMol25 entry of this formula, charge and spin)	477.9	kJ/mol
net charge	-1
lowest unoccupied orbital energy	3.73	eV

=====

[5]
ORCA calculation (ωB97M-V/def2-TZVPD) on the molecule C4H5NO2.

Each line ends with the Mulliken charge.
Positions of all 12 atoms, in Å:
O (-2.05430, -0.04938, 2.41846)  -0.412
C (-1.65927, 0.64912, 1.51996)  -0.141
C (-0.58666, 0.15373, 0.57253)  0.681
N (0.23815, -0.76549, 0.85270)  -0.476
C (1.17177, -0.81000, -0.27907)  -0.323
C (0.56360, 0.13988, -1.33940)  -0.251
O (-0.47889, 0.80838, -0.61616)  -0.388
H (-2.00481, 1.69461, 1.34610)  0.305
H (1.28956, -1.83971, -0.63102)  0.273
H (2.15170, -0.46708, 0.07095)  0.249
H (1.25762, 0.88834, -1.73793)  0.243
H (0.11154, -0.40240, -2.17712)  0.239

Computed properties:
HOMO energy	-9.94	eV
Kohn-Sham gap	10.00	eV
relative energy (zero: lowest compared OMol25 entry of this formula, charge and spin)	134.3	kJ/mol
net charge	0
lowest unoccupied orbital energy	0.06	eV
structure (SMILES)	O=CC1=NCCO1

=====

[6]
ORCA calculation (ωB97M-V/def2-TZVPD) on a structure of composition C25H25MoN4O6S.

Each line ends with the Löwdin spin population.
Positions of all 62 atoms, in Å:
Mo (-0.04651, 0.06185, -0.12599)  1.728
N (-1.24512, 4.24700, -0.12626)  -0.003
C (-0.92070, 2.96446, 0.20516)  0.004
S (-1.87173, 1.69348, -0.55610)  0.008
N (-0.00682, 2.74772, 1.08664)  0.015
N (0.12107, 1.39477, 1.39007)  -0.009
C (0.20481, 1.14347, 2.65950)  0.060
C (0.05435, -0.16400, 3.20814)  0.004
C (0.40349, -0.40061, 4.55084)  0.012
C (0.21821, -1.62875, 5.13180)  -0.003
C (-0.35319, -2.66459, 4.38106)  0.014
C (-0.75875, -2.45303, 3.08597)  -0.004
C (-0.57612, -1.20416, 2.46104)  0.019
O (-1.01342, -1.01222, 1.24797)  0.040
H (-1.84851, 4.36668, -0.91730)  0.000
H (-0.58590, 4.97345, 0.09624)  0.000
H (0.33647, 1.99231, 3.32527)  0.003
H (0.83564, 0.41658, 5.11867)  0.000
H (0.52075, -1.80251, 6.15613)  0.000
H (-0.48427, -3.64253, 4.82705)  0.001
H (-1.20879, -3.24425, 2.50005)  0.000
O (0.91718, -5.89935, -1.52820)  0.007
C (0.67557, -4.78924, -1.13246)  0.002
C (1.48739, -4.00154, -0.11561)  0.007
O (2.34187, -4.44979, 0.61806)  0.022
C (0.97633, -2.63862, -0.22752)  0.016
C (-0.12178, -2.58704, -1.10287)  -0.001
O (-0.60000, -1.40638, -1.34430)  0.060
C (-0.45896, -3.89714, -1.62824)  -0.003
O (-1.39784, -4.25304, -2.30924)  -0.009
O (1.38905, -1.53148, 0.28208)  0.025
C (5.25654, 4.12821, -1.06570)  0.000
C (4.39117, 3.05823, -0.44833)  0.001
C (4.78211, 2.47380, 0.74761)  -0.003
C (4.03421, 1.42630, 1.26790)  0.002
C (4.33415, 0.83588, 2.61955)  0.001
C (2.95913, 0.94064, 0.54197)  0.001
C (2.48740, 1.53072, -0.64685)  0.003
C (3.23042, 2.64012, -1.08731)  -0.005
N (1.31212, 1.02031, -1.26134)  -0.034
C (1.30660, 0.86877, -2.76009)  0.011
C (1.96430, -0.50258, -3.08929)  -0.003
C (2.04057, 1.95156, -3.57367)  0.003
C (-0.12279, 0.90569, -3.32355)  0.005
H (5.90787, 4.57481, -0.31403)  0.000
H (4.67127, 4.91836, -1.53818)  0.000
H (5.89947, 3.68330, -1.82955)  0.000
H (5.66985, 2.83084, 1.25925)  0.000
H (5.37993, 0.96604, 2.89957)  0.000
H (4.08707, -0.22604, 2.64529)  0.000
H (3.71952, 1.33628, 3.37390)  0.000
H (2.50419, 0.04379, 0.92232)  0.003
H (2.90291, 3.24545, -1.91440)  0.000
H (2.42232, -0.92695, -2.19593)  0.000
H (2.74137, -0.40187, -3.84986)  0.000
H (1.22325, -1.21190, -3.45852)  0.000
H (3.11926, 1.90897, -3.44449)  0.000
H (1.66597, 2.94764, -3.33040)  0.000
H (1.82795, 1.76481, -4.62688)  0.001
H (-0.75735, 0.12474, -2.92195)  0.002
H (-0.07671, 0.76249, -4.40505)  0.000
H (-0.58680, 1.87018, -3.12158)  0.000

Computed properties:
multiplicity	3
HOMO energy (alpha / beta)	-4.61 / -5.05	eV
expectation value of S²	2.0368
Kohn-Sham gap (alpha / beta)	6.52 / 6.94	eV
relative energy (zero: lowest compared OMol25 entry of this formula, charge and spin)	100.6	kJ/mol
net charge	-1
lowest unoccupied orbital energy (alpha / beta)	1.91 / 1.88	eV

=====

So what do the calculations give for F_max? Going down the list: 0.1080 0.0389 0.0692 0.0637 0.0167 0.0363 Eh/bohr.
So what do the calculations give for calculated total energy? Going down the list: -18055.15254 -41516.49356 -90602.45135 -8912.11026 -9812.92272 -57270.37182 eV.